[1]
The following is a DFT calculation (the ωB97M-V functional and the def2-TZVPD basis) of a 2-piece molecular cluster, H4NO2P2 overall at a distorted geometry.

Last column: natural (NBO) charge in e.
Atoms and positions in Å:
N1 1.684 1.424 -0.077  -1.281
O1 0.009 -2.607 0.694  -0.943
O2 -0.556 1.590 1.316  -1.108
P1 -1.066 0.489 -1.518  -0.657
P2 0.115 1.266 0.044  1.705
H1 1.888 1.157 -0.976  0.338
H2 -0.080 -2.023 0.007  0.474
H3 0.399 -1.999 1.320  0.463
H4 -2.392 0.702 -0.811  0.008

Summary:
Energy relative to the best compared isomer or geometry (same formula, charge and spin) ... 2.0233 eV
Strongest force on any atom ... 4.14 eV Å⁻¹
LUMO level ... 4.22 eV
Charge ... -1
Energy ... -890.4056 hartree
E_HOMO ... -3.72 eV

---

[2]
The following is a DFT calculation (the ωB97M-V functional and the def2-TZVPD basis) of a 2-piece molecular cluster, C4H12 overall at a distorted geometry.

Last column: Mulliken spin population.
Atoms and positions in Å:
C1 1.155 1.434 -0.748  -0.371
C2 2.375 1.165 0.146  0.635
H1 0.312 0.917 -0.284  0.732
H2 0.746 2.446 -0.638  -0.254
H3 1.339 1.159 -1.779  -0.165
H4 3.324 1.088 -0.381  -0.131
H5 2.206 0.281 0.766  -0.255
H6 2.525 1.923 0.927  -0.051
C3 -2.064 -1.271 0.931  2.266
C4 -1.339 -1.312 -0.426  0.764
H7 -2.864 -2.020 0.947  -0.650
H8 -1.475 -1.431 1.835  -0.503
H9 -2.624 -0.350 1.122  -0.571
H10 -1.439 -0.362 -0.948  0.160
H11 -1.890 -2.088 -0.970  -0.754
H12 -0.287 -1.580 -0.501  0.149

Summary:
Energy relative to the best compared isomer or geometry (same formula, charge and spin) ... 0.5738 eV
Strongest force on any atom ... 1.55 eV Å⁻¹
LUMO level (spin up / spin down) ... 4.30 / 4.38 eV
Charge ... -1
Multiplicity ... 2
⟨S²⟩ ... 0.750
Energy ... -159.5091 hartree
E_HOMO (spin up / spin down) ... 1.56 / -7.60 eV

---

[3]
The following is a DFT calculation (the ωB97M-V functional and the def2-TZVPD basis) of a 2-piece molecular cluster, C6H15N2 overall at a distorted geometry.

Last column: natural (NBO) charge in e.
Atoms and positions in Å:
C1 2.301 0.606 0.269  0.011
C2 2.208 0.500 -1.096  -0.549
C3 3.175 -1.382 1.194  -0.017
N1 3.217 -0.109 1.081  -0.404
H1 1.657 1.320 0.798  0.201
H2 2.937 -0.080 -1.660  0.237
H3 1.529 1.166 -1.651  0.189
H4 3.820 -1.876 1.961  0.216
H5 2.367 -1.905 0.628  0.148
C4 -2.510 1.247 0.193  -0.648
C5 -1.375 0.244 0.203  -0.035
C6 -1.777 -1.181 0.546  -0.638
N2 -0.815 0.239 -1.234  -0.703
H6 -2.206 2.180 -0.311  0.219
H7 -3.433 0.859 -0.230  0.237
H8 -2.734 1.516 1.265  0.262
H9 -0.538 0.580 0.848  0.228
H10 -2.526 -1.524 -0.180  0.217
H11 -2.198 -1.197 1.559  0.261
H12 -0.911 -1.891 0.486  0.232
H13 -0.903 1.209 -1.598  0.442
H14 0.130 -0.155 -1.292  0.464
H15 -1.415 -0.366 -1.778  0.429

Summary:
Energy relative to the best compared isomer or geometry (same formula, charge and spin) ... 2.5671 eV
Strongest force on any atom ... 1.76 eV Å⁻¹
LUMO level ... -3.23 eV
Charge ... +1
Energy ... -346.8182 hartree
E_HOMO ... -12.77 eV

---

[4]
The following is a DFT calculation (the ωB97M-V functional and the def2-TZVPD basis) of C31H32Cl2CrN2O7P2 as an isolated structure.

Last column: Mulliken spin population.
Atoms and positions in Å:
Cr1 0.188 -0.060 -0.786  2.398
O1 0.289 -1.192 -2.587  0.030
C1 -0.413 -1.722 -1.698  0.139
C2 -1.451 -2.636 -1.518  0.014
C3 -1.777 -3.737 -2.356  0.247
C4 -2.744 -4.625 -1.952  -0.113
C5 -3.434 -4.470 -0.736  0.260
C6 -3.155 -3.369 0.073  -0.168
C7 -2.203 -2.450 -0.315  0.190
P1 -1.654 -0.940 0.500  -0.090
C8 -1.305 -1.403 2.225  0.002
C9 -1.914 -0.804 3.321  0.003
C10 -1.550 -1.172 4.610  0.004
C11 -0.577 -2.137 4.813  -0.006
C12 0.025 -2.751 3.722  0.002
C13 -0.342 -2.390 2.437  -0.004
C14 -3.015 0.249 0.632  0.032
C15 -2.695 1.525 1.100  0.007
C16 -3.691 2.483 1.212  0.003
C17 -4.997 2.181 0.849  -0.005
C18 -5.310 0.919 0.366  0.005
C19 -4.320 -0.048 0.254  -0.019
H1 -1.252 -3.872 -3.293  0.018
H2 -2.984 -5.469 -2.589  -0.006
H3 -4.182 -5.193 -0.440  0.023
H4 -3.692 -3.227 1.005  -0.006
H5 -2.658 -0.031 3.173  -0.001
H6 -2.021 -0.689 5.457  0.000
H7 -0.280 -2.406 5.819  0.000
H8 0.797 -3.495 3.871  0.000
H9 0.125 -2.871 1.586  0.009
H10 -1.662 1.751 1.351  0.005
H11 -3.441 3.474 1.569  0.000
H12 -5.769 2.936 0.928  -0.001
H13 -6.323 0.688 0.061  0.000
H14 -4.554 -1.025 -0.149  0.007
Cl1 2.100 -1.549 0.004  0.001
C20 2.319 -0.748 1.556  0.027
C21 3.234 -1.234 2.460  -0.014
C22 3.353 -0.619 3.699  0.032
C23 2.522 0.476 3.976  -0.013
C24 1.616 0.936 3.057  0.012
Cl2 0.600 2.298 3.470  0.002
C25 1.422 0.358 1.746  0.026
N1 0.554 0.782 0.872  -0.074
H15 3.847 -2.088 2.197  0.000
H16 4.068 -0.970 4.430  0.004
H17 2.585 0.976 4.934  -0.001
O2 -2.489 0.131 -2.337  0.009
N2 -2.053 1.262 -2.171  0.005
O3 -2.526 2.264 -2.681  0.006
O4 -0.979 1.421 -1.450  -0.017
C26 3.140 3.096 0.661  0.000
C27 1.960 3.360 -0.247  -0.001
O5 2.225 2.852 -1.580  -0.005
P2 1.904 1.341 -1.989  0.017
O6 1.656 1.508 -3.571  -0.007
C28 0.570 2.328 -4.043  0.001
C29 1.129 3.494 -4.828  -0.001
O7 3.388 0.714 -2.032  0.001
C30 3.630 -0.495 -2.768  0.005
C31 4.968 -1.041 -2.327  -0.001
H18 2.933 3.500 1.654  0.000
H19 4.047 3.558 0.267  0.000
H20 3.308 2.024 0.767  0.000
H21 1.793 4.428 -0.386  0.000
H22 1.058 2.892 0.149  0.007
H23 -0.036 2.679 -3.209  0.000
H24 -0.059 1.691 -4.667  0.000
H25 1.738 4.124 -4.180  0.000
H26 0.312 4.092 -5.236  0.000
H27 1.750 3.141 -5.653  0.000
H28 3.621 -0.259 -3.834  0.000
H29 2.829 -1.213 -2.575  -0.004
H30 5.758 -0.314 -2.518  0.000
H31 5.195 -1.959 -2.871  0.000
H32 4.950 -1.260 -1.259  0.000

Summary:
Energy relative to the best compared isomer or geometry (same formula, charge and spin) ... 0.1972 eV
Strongest force on any atom ... 0.56 eV Å⁻¹
LUMO level (spin up / spin down) ... 2.72 / 2.68 eV
Charge ... -1
Multiplicity ... 4
⟨S²⟩ ... 3.904
Energy ... -4484.2436 hartree
E_HOMO (spin up / spin down) ... -3.08 / -3.43 eV

---

- Which of these has the highest strongest force on any atom?
  H4NO2P2